The following is a quantum chemistry calculation of C52H46Cl3GeN2O2PbS6Sb as an isolated structure, from the OMol25 dataset.

Element x y z (Å)
Pb: 0.527 -0.439 2.141
Cl: 2.975 -0.173 4.223
C: 4.022 -1.575 4.143
C: 4.972 -1.669 5.145
C: 5.850 -2.738 5.161
C: 5.757 -3.694 4.163
C: 4.798 -3.574 3.174
Cl: 4.760 -4.825 1.965
C: 3.873 -2.510 3.101
S: 2.698 -2.421 1.827
H: 5.011 -0.901 5.905
H: 6.596 -2.825 5.939
H: 6.424 -4.544 4.142
S: -3.870 -1.205 -1.601
Sb: -3.616 -1.285 0.674
S: -1.944 -3.254 0.962
S: -1.936 0.391 1.075
S: -0.291 1.843 4.145
C: -0.802 2.804 2.892
N: -1.857 3.618 2.954
C: -2.161 4.528 1.857
C: -1.949 3.828 0.546
N: -0.564 3.362 0.511
C: 0.166 3.499 -0.755
C: -0.636 3.191 -1.991
C: -0.585 4.080 -3.059
C: -1.241 3.794 -4.249
C: -1.978 2.624 -4.364
C: -2.048 1.742 -3.294
C: -1.366 2.012 -2.117
C: -0.002 2.823 1.580
S: 1.551 2.203 1.568
C: -2.784 3.625 4.093
C: -4.076 2.921 3.770
C: -4.159 1.541 3.931
C: -5.330 0.870 3.614
C: -6.423 1.570 3.121
C: -6.349 2.946 2.962
C: -5.180 3.617 3.291
H: -1.510 5.407 1.930
H: -3.193 4.857 1.957
H: -2.103 4.506 -0.292
H: -2.615 2.968 0.441
H: 1.044 2.861 -0.692
H: 0.517 4.536 -0.810
H: -0.016 4.999 -2.965
H: -1.180 4.486 -5.080
H: -2.499 2.400 -5.287
H: -2.643 0.838 -3.352
H: -1.422 1.307 -1.293
H: -2.958 4.665 4.379
H: -2.275 3.126 4.912
H: -3.293 0.990 4.276
H: -5.379 -0.204 3.730
H: -7.328 1.041 2.855
H: -7.200 3.497 2.585
H: -5.139 4.698 3.196
Cl: -5.397 -4.404 6.447
C: -3.858 -3.822 5.879
C: -3.115 -4.604 5.001
C: -1.896 -4.145 4.554
C: -1.383 -2.896 4.979
C: -0.144 -2.427 4.525
C: -2.180 -2.125 5.860
C: -3.400 -2.581 6.306
H: -3.505 -5.556 4.668
H: -1.323 -4.729 3.846
H: 0.470 -3.005 3.845
H: 0.250 -1.490 4.900
H: -1.820 -1.152 6.175
H: -4.007 -1.986 6.975
O: -0.484 -2.390 0.719
C: -0.058 -1.926 -0.468
O: 0.742 -1.013 -0.419
C: -0.533 -2.565 -1.726
C: -0.376 -1.684 -2.957
Ge: 1.360 -0.965 -3.523
C: 2.603 -2.455 -3.808
C: 3.963 -2.212 -4.005
C: 4.852 -3.250 -4.238
C: 4.396 -4.561 -4.272
C: 3.048 -4.823 -4.078
C: 2.163 -3.777 -3.851
C: 1.000 -0.155 -5.283
C: 2.034 0.446 -6.002
C: 1.811 1.020 -7.245
C: 0.536 1.007 -7.796
C: -0.505 0.417 -7.097
C: -0.272 -0.158 -5.853
C: 2.364 0.404 -2.550
C: 3.270 0.052 -1.546
C: 4.056 1.011 -0.929
C: 3.957 2.344 -1.311
C: 3.064 2.709 -2.305
C: 2.270 1.744 -2.917
H: -1.583 -2.831 -1.598
H: 0.030 -3.502 -1.806
H: -1.087 -0.857 -2.876
H: -0.702 -2.275 -3.818
H: 4.340 -1.196 -3.954
H: 5.905 -3.038 -4.381
H: 5.090 -5.374 -4.440
H: 2.685 -5.843 -4.096
H: 1.112 -4.004 -3.712
H: 3.034 0.476 -5.583
H: 2.631 1.480 -7.783
H: 0.357 1.457 -8.765
H: -1.504 0.405 -7.516
H: -1.106 -0.602 -5.322
H: 3.352 -0.978 -1.221
H: 4.736 0.717 -0.139
H: 4.570 3.094 -0.827
H: 2.974 3.747 -2.605
H: 1.573 2.048 -3.691

Charge   -1
2S+1   2
Highest occupied orbital energy (spin up / spin down)   -4.5 / -4.5 eV
Frontier orbital gap (spin up / spin down)   5.5 / 5.5 eV
Max |F|   0.35 eV Å⁻¹

---

The following is a quantum chemistry calculation of C4H4FNS as an isolated structure, from the OMol25 dataset.

Element x y z (Å)
C: -0.417 1.365 0.041
C: 0.106 0.128 -0.031
C: -1.173 -0.808 -0.003
C: 1.432 -0.402 -0.054
N: -2.334 -0.231 -0.108
F: -1.011 -2.084 -0.010
S: -2.179 1.413 0.008
H: 0.111 2.229 0.033
H: 2.190 0.411 -0.331
H: 1.600 -0.752 1.036
H: 1.674 -1.270 -0.582

Highest occupied orbital energy   -9.0 eV
Frontier orbital gap   9.8 eV
Max |F|   5.77 eV Å⁻¹

---

The following is a quantum chemistry calculation of C23H33N7O4SSi2Sr as an isolated structure, from the OMol25 dataset.

Element x y z (Å)
Sr: 0.404 -1.131 -0.974
N: -1.562 -1.384 -5.815
C: -0.935 -1.507 -4.570
S: -1.141 -0.134 -3.511
N: -0.325 -2.635 -4.390
N: 0.248 -2.786 -3.135
C: 0.791 -3.928 -2.946
C: 1.420 -4.269 -1.648
C: 1.448 -5.612 -1.280
C: 1.559 -5.810 0.145
C: 1.853 -4.800 0.986
C: 2.238 -3.432 0.460
N: 1.755 -3.241 -0.905
H: -1.650 -0.427 -6.113
H: -1.163 -2.009 -6.502
H: 0.758 -4.683 -3.733
H: 1.072 -6.384 -1.939
H: 1.315 -6.787 0.560
H: 1.802 -4.972 2.055
H: 3.338 -3.303 0.472
C: -2.786 2.116 -0.799
Si: -1.223 3.143 -0.850
C: -0.772 3.524 -2.633
C: -1.370 4.753 0.150
C: -2.204 5.873 0.138
C: -1.986 6.911 1.032
C: -0.933 6.840 1.946
C: -0.097 5.733 1.968
C: -0.309 4.679 1.075
Si: 0.535 3.000 0.727
C: 0.427 1.824 2.168
C: 2.307 3.195 0.174
H: -3.601 2.680 -1.264
H: -3.071 1.869 0.225
H: -2.665 1.177 -1.343
H: -1.591 4.065 -3.117
H: -0.593 2.602 -3.192
H: 0.123 4.148 -2.682
H: -3.029 5.941 -0.566
H: -2.634 7.780 1.026
H: -0.770 7.658 2.640
H: 0.718 5.695 2.683
H: 1.102 2.140 2.968
H: 0.755 0.825 1.855
H: -0.590 1.767 2.560
H: 2.825 3.880 0.853
H: 2.385 3.602 -0.837
H: 2.824 2.229 0.243
C: -1.976 -0.734 2.694
O: -2.580 -1.844 2.013
C: -2.314 -1.884 0.702
O: -1.988 -0.912 0.033
N: -2.588 -3.111 0.200
N: -2.167 -3.487 -1.087
H: -2.210 -0.881 3.746
H: -2.404 0.204 2.339
H: -0.902 -0.767 2.510
H: -2.602 -3.864 0.865
H: -2.409 -2.739 -1.730
H: -1.152 -3.583 -1.096
O: 0.281 -2.217 1.182
C: 1.650 -2.232 1.299
C: 2.164 -2.271 2.766
C: 3.421 -1.410 2.738
C: 3.157 -0.466 1.556
O: 3.795 0.609 1.429
N: 2.200 -0.934 0.783
H: 2.302 -3.276 3.167
H: 1.385 -1.781 3.359
H: 4.319 -1.998 2.518
H: 3.614 -0.836 3.647

Charge   -2
Highest occupied orbital energy   -0.5 eV
Frontier orbital gap   4.7 eV
Max |F|   0.34 eV Å⁻¹

---

The following is a quantum chemistry calculation of C37H32Cl2MnN4O9 as an isolated structure, from the OMol25 dataset.

Element x y z (Å)
Mn: -0.065 -0.288 0.181
C: -1.197 -2.472 -3.144
O: -1.525 -1.417 -4.045
C: -1.605 -0.121 -3.623
C: -2.318 0.713 -4.464
C: -2.475 2.073 -4.203
C: -1.905 2.602 -3.073
C: -1.186 1.776 -2.201
C: -0.477 2.377 -1.109
N: 0.072 1.708 -0.170
N: 0.924 2.402 0.672
C: 1.633 1.528 1.309
O: 1.535 0.240 1.123
C: 2.630 1.990 2.298
C: 2.510 3.239 2.899
C: 3.428 3.631 3.861
C: 4.470 2.783 4.222
C: 4.596 1.542 3.612
C: 3.674 1.145 2.654
C: -0.996 0.403 -2.461
O: -0.252 -0.361 -1.671
H: -1.519 -3.388 -3.636
H: -1.717 -2.367 -2.193
H: -0.125 -2.511 -2.970
H: -2.756 0.258 -5.345
H: -3.033 2.697 -4.890
H: -2.001 3.659 -2.841
H: -0.325 3.454 -1.096
H: 1.687 3.881 2.611
H: 3.333 4.601 4.334
H: 5.184 3.092 4.976
H: 5.418 0.888 3.879
H: 3.769 0.192 2.148
O: -0.655 1.032 2.709
C: -1.034 0.405 1.795
O: -0.885 -1.663 3.798
C: 0.304 -1.755 3.628
C: 1.378 -1.573 4.672
C: 2.659 -2.043 3.997
C: 2.306 -2.226 2.532
O: 3.078 -2.520 1.659
N: 0.917 -2.058 2.404
H: 1.110 -2.134 5.563
H: 1.397 -0.515 4.933
H: 2.997 -3.008 4.371
H: 3.493 -1.351 4.078
C: 1.111 -3.331 -0.660
O: 0.945 -2.092 0.042
C: 0.151 -2.042 1.172
C: -0.974 -3.045 1.208
H: 0.174 -3.676 -1.087
H: 1.518 -4.066 0.027
H: 1.833 -3.132 -1.443
H: -0.568 -4.045 1.389
H: -1.523 -3.047 0.269
H: -1.649 -2.796 2.019
Cl: -3.062 3.570 2.123
C: -3.505 3.103 3.734
C: -2.992 3.869 4.770
C: -3.199 3.503 6.087
C: -3.922 2.357 6.372
C: -4.460 1.621 5.337
Cl: -5.365 0.184 5.725
C: -4.296 1.971 3.985
N: -4.854 1.151 3.008
C: -5.376 1.525 1.766
C: -6.091 2.716 1.635
C: -6.608 3.104 0.413
C: -6.438 2.297 -0.704
C: -5.745 1.106 -0.571
C: -5.208 0.702 0.648
C: -4.425 -0.601 0.681
C: -2.933 -0.423 0.726
O: -2.477 0.225 1.771
O: -2.195 -0.841 -0.152
H: -2.394 4.738 4.524
H: -2.782 4.099 6.890
H: -4.080 2.033 7.392
H: -4.778 0.169 3.202
H: -6.229 3.339 2.512
H: -7.153 4.038 0.336
H: -6.843 2.590 -1.664
H: -5.600 0.471 -1.440
H: -4.636 -1.157 -0.226
H: -4.704 -1.234 1.530

2S+1   2
Highest occupied orbital energy (spin up / spin down)   -7.7 / -7.9 eV
Frontier orbital gap (spin up / spin down)   7.3 / 7.7 eV
Max |F|   0.84 eV Å⁻¹

---

The following is a quantum chemistry calculation of an isolated ion of composition C5H13N2 and charge +1, from the OMol25 dataset.

Element x y z (Å)
C: -1.858 -1.220 0.017
C: -0.765 -0.529 -0.601
N: -0.352 0.658 -0.340
C: -1.049 1.527 0.556
C: 1.017 1.006 -0.643
C: 1.967 0.096 0.241
N: 1.410 -1.254 0.377
H: -1.602 -2.291 0.186
H: -2.719 -1.395 -0.696
H: -2.255 -0.976 0.986
H: -0.392 -0.887 -1.569
H: -2.082 1.473 0.331
H: -0.695 1.255 1.604
H: -0.741 2.588 0.172
H: 1.150 0.819 -1.655
H: 1.161 2.085 -0.447
H: 2.854 0.137 -0.443
H: 2.365 0.401 1.254
H: 1.583 -1.791 -0.519
H: 1.002 -1.704 1.189

Charge   +1
Highest occupied orbital energy   -13.7 eV
Frontier orbital gap   9.9 eV
SMILES   C/C=[N+](\C)CCN
Max |F|   3.49 eV Å⁻¹

---

The following is a quantum chemistry calculation of the molecule C3H6N2O, from the OMol25 dataset.

Element x y z (Å)
N: 2.044 0.288 -0.579
C: 0.974 -0.109 0.154
O: 1.075 -0.622 1.254
N: -0.266 0.220 -0.502
C: -1.383 -0.681 -0.180
C: -1.283 0.627 0.482
H: 1.966 0.478 -1.566
H: 2.953 0.123 -0.179
H: -2.081 -0.833 -1.002
H: -1.159 -1.562 0.416
H: -1.924 1.460 0.198
H: -0.915 0.611 1.504

Highest occupied orbital energy   -9.7 eV
Frontier orbital gap   10.8 eV
SMILES   NC(=O)N1CC1
Max |F|   0.50 eV Å⁻¹

---

Ordered relative energy (zero: lowest compared OMol25 entry of this formula, charge and spin) results: 156.9, 30.5, 95.8, 0.0, 275.9, 118.0; unit kJ/mol.
Ordered M results: 1431.283, 117.148, 647.421, 802.526, 101.173, 86.094; unit g/mol.